Record 1
The following is a DFT calculation (ωB97M-V with the def2-TZVPD basis set) of C4H8O3 as an isolated structure.

Each line ends with the natural charge from an NBO analysis.
Element x y z (Å)
C  -0.626  0.709  -1.663  -0.650
C  0.613  0.260  -0.898  0.062
O  1.712  0.941  -1.029  -0.693
C  0.377  -0.225  0.475  0.289
O  -0.829  -0.684  0.843  -0.508
C  -0.893  -1.569  1.906  0.650
O  0.052  -1.991  2.494  -0.511
H  -0.930  1.685  -1.269  0.225
H  -1.467  0.012  -1.577  0.208
H  -0.360  0.835  -2.715  0.234
H  0.806  -0.874  -1.089  0.262
H  1.371  1.698  0.352  0.149
H  0.897  1.579  1.012  -0.093
H  1.224  -0.582  1.060  0.227
H  -1.947  -1.796  2.097  0.148

## Properties
**Charge**: 0


Record 2
The following is a DFT calculation (ωB97M-V with the def2-TZVPD basis set) of one molecule with the formula C4H8O3.

Each line ends with the natural charge from an NBO analysis.
Element x y z (Å)
C  -2.460  0.149  0.181  -0.626
C  -1.273  -0.595  -0.392  -0.077
O  -0.166  0.327  -0.379  -0.503
C  1.047  -0.203  -0.256  0.775
O  1.312  -1.380  -0.373  -0.614
C  2.081  0.834  0.123  -0.164
O  3.288  0.216  0.452  -0.708
H  -2.166  0.625  1.122  0.217
H  -2.819  0.926  -0.500  0.214
H  -3.279  -0.546  0.385  0.219
H  -1.439  -0.938  -1.418  0.189
H  -1.001  -1.462  0.217  0.199
H  2.198  1.538  -0.714  0.195
H  1.678  1.405  0.970  0.194
H  3.147  -0.732  0.293  0.490

## Properties
**Charge**: 0
**SMILES**: CCOC(=O)CO


Record 3
The following is a DFT calculation (ωB97M-V with the def2-TZVPD basis set) of one molecule with the formula C4H8O3 in a non-equilibrium geometry.

Each line ends with the natural charge from an NBO analysis.
Element x y z (Å)
C  -0.840  0.555  -1.344  -0.681
C  -0.637  -0.332  -0.146  0.185
O  0.236  -1.805  -0.574  -0.780
C  0.200  0.069  1.040  -0.039
O  0.500  -1.050  1.713  -0.791
C  1.345  1.061  0.791  0.404
O  2.448  0.967  1.261  -0.483
H  -1.202  -0.083  -2.144  0.238
H  -1.603  1.333  -1.178  0.250
H  0.081  1.052  -1.656  0.231
H  -1.541  -0.804  0.237  0.204
H  -0.317  -2.608  -0.663  0.501
H  -0.634  0.775  1.397  0.168
H  0.558  -1.798  0.539  0.508
H  1.060  1.954  0.182  0.086

## Properties
**Charge**: 0


Record 4
The following is a DFT calculation (ωB97M-V with the def2-TZVPD basis set) of C4H8O3 as an isolated structure in a non-equilibrium geometry.

Each line ends with the natural charge from an NBO analysis.
Element x y z (Å)
C  -2.774  0.332  -0.296  -0.262
O  -1.580  0.258  0.492  -0.514
C  -0.569  -0.456  -0.065  0.754
O  -0.669  -0.970  -1.159  -0.615
C  0.678  -0.483  0.749  -0.610
C  2.077  0.363  -0.318  -0.035
O  3.352  -0.062  -0.080  -0.682
H  -3.186  -0.666  -0.473  0.194
H  -3.474  0.938  0.282  0.193
H  -2.577  0.801  -1.265  0.194
H  0.496  -0.106  1.778  0.219
H  1.165  -1.442  0.743  0.245
H  1.779  0.039  -1.308  0.205
H  1.490  0.977  0.332  0.231
H  3.791  0.478  0.589  0.482

## Properties
**Charge**: 0


Record 5
The following is a DFT calculation (ωB97M-V with the def2-TZVPD basis set) of one molecule with the formula C4H8O3 in a non-equilibrium geometry.

Each line ends with the natural charge from an NBO analysis.
Element x y z (Å)
C  -1.601  0.592  0.197  -0.622
C  -0.465  -0.312  0.584  0.075
O  -0.510  -1.597  -0.065  -0.517
C  0.763  -1.471  -0.693  -0.116
C  0.882  -0.097  -0.043  0.453
O  1.972  0.004  0.939  -0.715
O  0.956  1.014  -0.902  -0.702
H  -1.557  0.894  -0.793  0.220
H  -1.445  1.415  0.796  0.206
H  -2.452  0.025  0.534  0.222
H  -0.565  -0.376  1.729  0.182
H  0.914  -1.725  -1.686  0.194
H  1.512  -1.947  -0.096  0.178
H  1.796  0.920  1.163  0.468
H  1.898  0.930  -1.074  0.476

## Properties
**Charge**: 0
**SMILES**: C[C@H]1OCC1(O)O


Record 6
The following is a DFT calculation (ωB97M-V with the def2-TZVPD basis set) of one molecule with the formula C4H8O3 in a non-equilibrium geometry.

Each line ends with the natural charge from an NBO analysis.
Element x y z (Å)
O  -1.702  -0.007  0.968  -0.709
C  -1.567  -0.269  -0.412  -0.092
C  -0.049  -0.514  -0.849  0.046
O  0.657  -1.441  -0.021  -0.533
C  1.285  -0.360  0.750  -0.098
C  0.756  0.609  -0.247  0.040
O  0.025  1.776  -0.069  -0.683
H  -1.317  -0.826  1.418  0.472
H  -1.865  -1.417  -0.701  0.159
H  -2.094  0.563  -1.073  0.219
H  0.025  -0.902  -1.881  0.197
H  2.435  -0.425  0.720  0.178
H  1.078  -0.196  1.898  0.186
H  1.741  1.023  -0.727  0.156
H  0.591  2.386  0.224  0.463

## Properties
**Charge**: 0
**SMILES**: OC[C@@H]1OC[C@@H]1O


Record 7
The following is a DFT calculation (ωB97M-V with the def2-TZVPD basis set) of a 2-piece molecular cluster, C4H8O3 overall.

Each line ends with the natural charge from an NBO analysis.
Element x y z (Å)
C  -0.770  0.653  -1.142  -0.610
C  -0.847  0.293  0.356  -0.521
C  0.524  0.161  0.967  0.504
O  0.973  -0.864  1.435  -0.510
C  1.426  1.412  0.958  0.325
O  2.549  1.378  1.383  -0.437
H  -1.579  0.160  -1.684  0.234
H  -0.852  1.729  -1.314  0.206
H  0.160  0.296  -1.593  0.223
H  -1.357  -0.660  0.492  0.250
H  -1.400  1.066  0.908  0.227
H  0.986  2.340  0.538  0.116
O  -0.018  -2.390  -0.711  -0.968
H  -0.165  -3.340  -0.758  0.472
H  0.370  -2.233  0.164  0.488

## Properties
**Charge**: 0
**SMILES**: CCC(=O)C=O.O


Record 8
The following is a DFT calculation (ωB97M-V with the def2-TZVPD basis set) of one molecule with the formula C4H8O3 in a non-equilibrium geometry.

Each line ends with the natural charge from an NBO analysis.
Element x y z (Å)
O  1.348  -1.586  0.665  -0.711
C  1.575  -0.269  1.125  -0.096
C  0.279  0.460  1.233  -0.094
C  -1.254  0.060  -0.196  0.222
O  -0.162  0.772  -0.118  -0.516
C  -1.813  0.026  -1.519  -0.250
O  -1.221  0.767  -2.535  -0.708
H  2.212  -1.978  0.481  0.474
H  2.203  0.299  0.432  0.170
H  2.030  -0.256  2.119  0.171
H  0.339  1.432  1.692  0.192
H  -0.466  -0.161  1.767  0.241
H  -1.799  -1.054  -1.736  0.220
H  -2.838  0.347  -1.287  0.215
H  -0.432  1.141  -2.124  0.471

## Properties
**Charge**: 0


Record 9
The following is a DFT calculation (ωB97M-V with the def2-TZVPD basis set) of a 2-piece molecular cluster, C4H8O3 overall in a non-equilibrium geometry.

Each line ends with the natural charge from an NBO analysis.
Element x y z (Å)
C  3.013  -0.093  0.138  -0.738
C  1.580  0.025  -0.226  0.816
O  0.992  1.115  -0.214  -0.633
O  0.985  -1.121  -0.513  -0.677
H  3.195  0.645  0.961  0.246
H  3.845  0.069  -0.557  0.262
H  3.181  -1.071  0.590  0.239
H  0.008  -0.981  -0.823  0.531
C  -3.371  -0.131  0.310  -0.509
C  -2.206  0.440  0.180  0.118
O  -1.397  0.259  -0.941  -0.764
H  -3.789  -0.101  1.339  0.215
H  -3.882  -0.748  -0.554  0.220
H  -1.635  0.947  0.967  0.174
H  -0.519  0.748  -0.657  0.501

## Properties
**Charge**: 0
**SMILES**: CC(=O)O.C=CO


Record 10
The following is a DFT calculation (ωB97M-V with the def2-TZVPD basis set) of one molecule with the formula C4H8O3.

Each line ends with the natural charge from an NBO analysis.
Element x y z (Å)
C  -2.600  0.339  -0.201  -0.245
O  -1.806  -0.728  0.296  -0.548
C  -0.670  -0.223  0.915  -0.108
C  0.501  -0.385  0.292  0.553
O  0.627  -1.078  -0.863  -0.692
O  1.645  0.104  0.795  -0.498
C  2.726  0.282  -0.108  -0.253
H  -3.448  -0.094  -0.737  0.188
H  -2.013  0.972  -0.879  0.172
H  -2.975  0.962  0.623  0.172
H  -0.776  0.290  1.865  0.189
H  -0.251  -1.456  -1.027  0.504
H  3.159  -0.680  -0.389  0.186
H  2.418  0.815  -1.012  0.182
H  3.463  0.881  0.431  0.196

## Properties
**Charge**: 0
**SMILES**: CO/C=C(\O)OC


Record 11
The following is a DFT calculation (ωB97M-V with the def2-TZVPD basis set) of a 2-piece molecular cluster, C4H8O3 overall.

Each line ends with the natural charge from an NBO analysis.
Element x y z (Å)
C  -2.873  0.262  -0.414  -0.264
O  -1.817  0.203  0.544  -0.506
C  -0.672  -0.335  0.092  0.797
O  -0.538  -0.756  -1.035  -0.608
C  0.406  -0.305  1.140  -0.733
C  2.684  0.640  -0.721  0.065
O  3.759  -0.087  -0.510  -0.641
H  -3.168  -0.744  -0.720  0.193
H  -3.698  0.764  0.091  0.194
H  -2.562  0.824  -1.298  0.196
H  -0.009  -0.205  2.146  0.235
H  1.008  -1.214  1.061  0.236
H  2.057  -0.033  -1.354  0.090
H  1.057  0.556  0.933  0.255
H  4.366  0.429  0.044  0.491

## Properties
**Charge**: 0


Record 12
The following is a DFT calculation (ωB97M-V with the def2-TZVPD basis set) of a 2-piece molecular cluster, C4H8O3 overall in a non-equilibrium geometry.

Each line ends with the natural charge from an NBO analysis.
Element x y z (Å)
C  -1.517  0.081  -0.149  0.431
C  1.190  -0.610  0.137  0.453
C  -2.503  -0.971  -0.393  -0.734
C  2.045  1.598  -0.121  -0.252
O  -1.403  0.680  0.907  -0.558
O  1.331  -1.730  0.832  -0.673
O  2.029  0.380  0.695  -0.568
H  -0.761  0.241  -1.047  0.130
H  -1.937  -1.957  -0.556  0.249
H  -3.024  -0.755  -1.326  0.230
H  -3.339  -1.029  0.284  0.233
H  2.125  1.546  -1.244  0.191
H  2.859  2.156  0.194  0.190
H  1.130  1.990  0.174  0.201
H  1.774  -1.620  1.612  0.476

## Properties
**Charge**: 0


Asked for gap between HOMO and LUMO across the records above, the calculation gives 8.667 11.373 9.099 9.489 10.396 9.989 9.296 9.014 9.854 8.919 9.623 10.135 eV in order.
Asked for E across the records above, the calculation gives -382.77038 -382.93534 -382.81742 -382.83517 -382.85549 -382.80705 -382.90238 -382.79247 -382.90709 -382.86954 -382.82600 -382.80745 Eh in order.